(1)
15
Properties=species:S:1:pos:R:3:forces:R:3:nbo_charge:R:1 method="wB97M-V/def2-TZVPD" total_charge=-1 e_lumo_ev=3.92 de_lowest_kcal_mol=77.1 homo_lumo_gap_ev=9.097
C -1.5484 -0.7406 -1.3454 -0.7 -1.1 -0.2 -0.223
C -0.5530 -0.2207 -2.3489 0.8 1.1 -1.1 -0.456
C -0.7653 0.1933 -0.9341 -0.6 1.5 0.6 0.093
C -0.3017 1.1801 0.1018 -2.5 1.6 -0.6 -0.671
O 2.3961 -0.3259 1.1285 -1.3 0.4 0.3 -1.040
O 0.6476 0.5424 2.6388 -1.5 2.9 1.2 -1.029
O 0.3216 -1.6075 1.5022 -0.3 0.7 -0.3 -1.028
S 1.2174 -0.5663 1.9915 4.1 -4.8 0.7 2.298
H -2.3580 -1.4913 -1.1898 1.0 1.0 -0.1 0.214
H 1.8435 -1.2219 3.1074 -0.5 0.4 -1.0 -0.179
H 0.3965 -0.7110 -2.6708 -0.7 -0.1 0.6 0.168
H -0.8117 0.5699 -3.1059 -0.2 -0.8 0.3 0.140
H -0.8086 1.0232 1.0639 0.6 -0.3 -0.5 0.260
H -0.3970 2.3510 -0.0300 -0.2 -2.2 -0.8 0.203
H 0.7211 1.0252 0.0907 2.1 -0.2 0.8 0.251

***

(2)
15
Properties=species:S:1:pos:R:3:forces:R:3:nbo_charge:R:1 method="wB97M-V/def2-TZVPD" total_charge=+1 e_lumo_ev=-3.47 de_lowest_kcal_mol=88.8 smiles=C[n+]1cccn1N homo_lumo_gap_ev=10.750
C -0.2596 1.5079 0.8262 1.8 -0.9 -3.3 -0.424
N -0.2243 0.0899 0.5183 -0.3 -0.5 0.8 -0.111
C -0.7497 -0.9882 1.1804 -0.4 2.2 1.9 0.033
C -0.6054 -2.0611 0.4082 -0.1 -0.4 -0.4 -0.297
C -0.0203 -1.6359 -0.7528 -0.3 -1.0 0.2 0.020
N 0.2069 -0.3370 -0.7018 -0.8 -2.6 1.0 0.057
N 0.8267 0.3785 -1.6731 -0.6 1.9 0.2 -0.604
H 0.7608 1.8204 1.0952 -0.2 0.5 -1.1 0.235
H -0.8009 1.8216 -0.0841 0.8 1.5 0.7 0.250
H -0.7461 1.7364 1.6764 -2.4 0.1 2.8 0.246
H -1.2536 -0.9639 2.1901 0.9 0.6 -1.4 0.274
H -0.9397 -3.0006 0.6990 -0.3 -1.6 0.0 0.264
H 0.1631 -2.3030 -1.5426 0.7 -0.1 -1.3 0.252
H 1.0701 -0.1741 -2.4839 0.0 -0.2 0.3 0.417
H 1.5773 0.8461 -1.2210 1.1 0.5 -0.3 0.388

***

(3)
88
Properties=species:S:1:pos:R:3:forces:R:3:lowdin_charge:R:1 method="wB97M-V/def2-TZVPD" spin_multiplicity=3 total_charge=-1 e_lumo_ev="2.74 / 2.73" homo_lumo_gap_ev="5.550 / 6.163"
Pd -0.6914 -0.7523 0.1819 -0.2 1.2 0.2 0.328
C 1.2926 1.9219 -0.7286 0.1 -0.2 0.2 -0.198
C 2.4989 1.0150 -0.3594 -0.3 0.1 0.1 -0.205
N 2.1103 -0.3032 0.1137 0.4 0.0 -0.2 -0.079
C 2.6841 -0.7633 1.3648 -0.3 0.2 0.2 -0.209
C 1.6535 -0.8498 2.5231 0.0 0.1 -0.1 -0.212
N 0.5580 0.0943 2.3728 0.1 -0.1 0.3 -0.099
C 0.9056 1.5037 2.4293 -0.2 0.0 -0.3 -0.205
C 0.0864 2.3049 1.4005 0.1 -0.2 0.1 -0.210
N 0.1152 1.7012 0.0875 0.2 0.1 -0.1 -0.102
H 1.0075 1.7154 -1.7565 -0.1 0.0 -0.1 0.098
H 1.6322 2.9709 -0.6813 0.0 0.0 -0.1 0.109
H 3.0817 1.5119 0.4194 0.0 -0.1 0.0 0.092
H 3.1549 0.9503 -1.2361 0.0 0.1 0.0 0.109
H 2.1568 -1.0051 -0.6085 -0.1 0.0 0.0 0.064
H 3.4987 -0.0967 1.6684 0.0 0.0 0.0 0.100
H 3.1261 -1.7531 1.2466 0.0 0.0 0.0 0.086
H 2.2054 -0.7091 3.4683 0.0 -0.1 0.0 0.106
H 1.2134 -1.8475 2.5318 0.0 0.0 0.0 0.088
H -0.1874 -0.1218 3.0189 -0.1 -0.1 0.0 0.101
H 1.9694 1.6157 2.2143 0.0 0.0 0.1 0.095
H 0.7319 1.9377 3.4225 0.1 0.0 0.0 0.112
H 0.4540 3.3454 1.3915 0.0 0.0 0.0 0.109
H -0.9563 2.3068 1.7256 0.0 0.0 0.0 0.108
H -0.7194 1.9384 -0.4233 -0.1 0.1 -0.1 0.050
C -2.6230 -0.0596 0.4182 0.9 -1.1 -0.7 -0.346
Ge -3.0351 0.1505 -1.4299 -0.8 0.3 -0.6 0.813
C -4.9939 0.5527 -1.7004 0.2 -0.1 0.1 -0.285
C -5.8444 0.7721 -0.6215 0.1 0.0 0.1 -0.120
C -7.2060 0.9831 -0.8043 -0.1 0.0 0.0 -0.111
C -7.7404 0.9813 -2.0848 0.0 0.0 0.0 -0.120
C -6.9040 0.7778 -3.1757 0.0 0.0 -0.1 -0.105
C -5.5471 0.5651 -2.9803 0.0 0.1 0.0 -0.115
C -2.2977 1.8196 -2.2360 0.1 -0.2 0.1 -0.280
C -2.7609 3.0298 -1.7104 0.0 -0.1 0.1 -0.122
C -2.3335 4.2506 -2.2092 0.0 0.1 0.0 -0.098
C -1.4381 4.2923 -3.2710 0.0 0.0 0.0 -0.109
C -0.9837 3.1052 -3.8239 0.0 0.0 0.0 -0.103
C -1.4060 1.8870 -3.3043 0.0 -0.1 0.0 -0.114
C -2.9522 -1.3766 -2.7252 0.2 0.1 0.4 -0.322
C -1.9578 -1.6238 -3.6669 0.0 0.1 0.0 -0.167
C -1.9843 -2.7602 -4.4631 0.0 0.0 -0.1 -0.114
C -2.9901 -3.7005 -4.3020 0.0 0.0 0.0 -0.111
C -3.9677 -3.4931 -3.3400 0.0 0.0 0.0 -0.097
C -3.9474 -2.3408 -2.5692 0.0 0.1 0.0 -0.135
H -3.2534 -0.7798 0.9507 -0.2 0.3 0.2 -0.079
H -5.4238 0.7677 0.3805 0.0 0.0 0.0 0.084
H -7.8561 1.1427 0.0490 0.0 0.0 0.0 0.091
H -8.8032 1.1319 -2.2344 0.0 0.0 0.0 0.089
H -7.3168 0.7782 -4.1786 0.0 0.0 0.0 0.092
H -4.9017 0.3955 -3.8370 0.0 0.0 0.0 0.101
H -3.4741 3.0026 -0.8917 0.0 0.1 0.0 0.100
H -2.7082 5.1742 -1.7834 0.0 0.0 0.0 0.095
H -1.1023 5.2428 -3.6677 0.0 0.0 0.0 0.092
H -0.2930 3.1249 -4.6592 0.0 0.0 0.0 0.096
H -1.0339 0.9727 -3.7456 0.0 0.1 0.0 0.073
H -1.1287 -0.9369 -3.7758 0.0 -0.1 0.0 0.070
H -1.2085 -2.9185 -5.2037 0.0 0.0 0.0 0.094
H -3.0053 -4.5936 -4.9152 0.0 0.0 0.0 0.092
H -4.7506 -4.2282 -3.1928 0.0 0.0 0.0 0.095
H -4.7235 -2.1800 -1.8274 0.0 -0.1 0.0 0.100
C -1.5842 -2.9770 2.7110 0.2 0.1 -0.3 -0.242
Si -1.0589 -4.0677 1.2227 -0.4 -0.7 0.4 0.180
C -2.6081 -5.1460 0.9288 0.2 0.1 -0.1 -0.264
C 0.1990 -5.3086 1.9496 0.0 0.2 -0.2 -0.248
As -0.5456 -3.0201 -0.7916 0.1 -0.4 0.3 0.691
Si 1.4392 -4.0662 -1.3490 0.4 -0.4 -0.4 0.156
C 2.9658 -4.3768 -0.2354 -0.3 0.2 0.2 -0.225
C 2.1524 -3.1489 -2.8702 -0.3 0.1 0.2 -0.249
C 1.0034 -5.8166 -1.9752 -0.1 0.2 0.1 -0.253
H -2.5728 -3.2649 3.0775 0.0 -0.1 0.0 0.017
H -1.6500 -1.9402 2.3787 0.0 0.1 0.1 -0.045
H -0.8832 -3.0355 3.5492 0.0 0.0 -0.1 0.013
H -2.8929 -5.6963 1.8312 0.0 0.0 0.0 0.013
H -2.4306 -5.8640 0.1240 0.0 0.0 0.0 0.010
H -3.4484 -4.5144 0.6275 0.0 0.0 0.0 0.012
H -0.2396 -5.8292 2.8057 -0.1 0.0 0.0 0.018
H 1.1222 -4.8270 2.2816 0.0 0.0 0.0 0.004
H 0.4647 -6.0575 1.1981 0.0 0.0 0.1 0.003
H 3.4452 -3.4503 0.0888 0.0 0.0 0.0 -0.010
H 3.7132 -4.9652 -0.7747 0.0 0.0 -0.1 0.020
H 2.6829 -4.9327 0.6612 0.0 0.0 0.0 -0.004
H 2.9017 -2.4029 -2.5883 0.0 0.0 0.0 0.006
H 1.3400 -2.6282 -3.3855 0.0 0.0 0.0 -0.003
H 2.6168 -3.8384 -3.5795 0.0 0.0 0.0 0.015
H 0.7346 -6.4666 -1.1371 0.0 0.0 0.0 0.004
H 1.8254 -6.2927 -2.5188 0.1 0.1 0.0 0.014
H 0.1339 -5.7577 -2.6339 0.0 0.0 0.0 0.010

***

Repeat the second record exactly.
15
Properties=species:S:1:pos:R:3:forces:R:3:nbo_charge:R:1 method="wB97M-V/def2-TZVPD" total_charge=+1 e_lumo_ev=-3.47 de_lowest_kcal_mol=88.8 smiles=C[n+]1cccn1N homo_lumo_gap_ev=10.750
C -0.2596 1.5079 0.8262 1.8 -0.9 -3.3 -0.424
N -0.2243 0.0899 0.5183 -0.3 -0.5 0.8 -0.111
C -0.7497 -0.9882 1.1804 -0.4 2.2 1.9 0.033
C -0.6054 -2.0611 0.4082 -0.1 -0.4 -0.4 -0.297
C -0.0203 -1.6359 -0.7528 -0.3 -1.0 0.2 0.020
N 0.2069 -0.3370 -0.7018 -0.8 -2.6 1.0 0.057
N 0.8267 0.3785 -1.6731 -0.6 1.9 0.2 -0.604
H 0.7608 1.8204 1.0952 -0.2 0.5 -1.1 0.235
H -0.8009 1.8216 -0.0841 0.8 1.5 0.7 0.250
H -0.7461 1.7364 1.6764 -2.4 0.1 2.8 0.246
H -1.2536 -0.9639 2.1901 0.9 0.6 -1.4 0.274
H -0.9397 -3.0006 0.6990 -0.3 -1.6 0.0 0.264
H 0.1631 -2.3030 -1.5426 0.7 -0.1 -1.3 0.252
H 1.0701 -0.1741 -2.4839 0.0 -0.2 0.3 0.417
H 1.5773 0.8461 -1.2210 1.1 0.5 -0.3 0.388